28
Properties=species:S:1:pos:R:3:lowdin_charge:R:1 method="wB97M-V/def2-TZVPD" total_charge=+1 de_lowest_ev=0.000 s_squared=0.7534 gap_ev="9.582 / 4.202" e_homo_ev="-13.2 / -13.2" spin_multiplicity=2
O -1.38 -1.43 0.20 0.0664
C -0.69 -0.85 -0.62 -0.4305
N 0.16 0.13 -0.11 0.0628
C 1.24 0.72 -0.92 -0.2073
C 0.70 2.06 -1.50 -0.3989
S 0.95 3.50 -0.39 1.1474
C -0.79 -1.06 -2.11 -0.1203
C -2.05 -1.97 -2.33 -0.0729
H 0.42 0.18 0.87 0.1005
H 1.65 -0.02 -1.55 0.1212
H 1.93 0.90 -0.07 0.0805
H -0.38 1.95 -1.72 0.1020
H 1.08 2.46 -2.46 0.0972
H 1.14 2.93 0.84 -0.0511
H -0.90 -0.11 -2.64 0.1104
H 0.04 -1.57 -2.60 0.1238
H -2.81 -1.57 -2.97 0.0634
H -1.69 -2.86 -2.93 0.0941
H -2.59 -2.43 -1.52 0.0676
H -0.29 1.19 3.41 0.0729
H 0.32 -0.09 3.80 0.0714
O 0.43 0.61 3.13 -0.0668
H -1.75 -2.48 2.97 0.0449
H -1.54 -1.27 2.01 -0.0044
O -1.33 -1.61 2.89 -0.0794
H 2.12 0.39 2.44 0.0178
H 3.24 1.56 2.06 0.0474
O 2.78 0.75 1.84 -0.0599

=====

46
Properties=species:S:1:pos:R:3:lowdin_charge:R:1 method="wB97M-V/def2-TZVPD" total_charge=0 gap_ev=9.099 e_homo_ev=-8.7 smiles="CNC(=O)[C@@H](NC(C)=O)C(C)C.O=C1COc2ccc(Cl)cc2N1"
O 0.73 -4.31 -0.01 0.0376
O -0.32 -0.83 5.05 0.0750
O 0.76 -1.08 -4.20 0.0536
Cl -2.00 6.18 3.60 0.6547
O 0.21 0.93 1.91 -0.0461
C 0.35 -3.68 -0.99 -0.5526
C -0.24 0.07 4.23 -0.4173
C 1.02 -1.26 -3.02 -0.4861
C -0.90 4.43 1.82 -0.1044
C -0.38 3.19 1.44 0.0028
C -1.29 3.58 4.04 -0.0398
C -1.36 4.63 3.13 -0.6644
C -0.31 2.13 2.35 -0.1943
C -0.77 2.34 3.67 -0.1646
N -0.72 1.30 4.60 0.1526
N 2.28 -1.40 -2.58 0.0295
N 0.23 -2.35 -0.91 0.0976
C 0.03 -4.40 -2.28 0.0195
C 0.42 -0.13 2.87 -0.0289
C 3.46 -1.30 -3.44 -0.0516
C -0.84 1.03 -2.43 -0.0567
C -1.75 -0.21 -0.49 -0.0619
C -0.52 -0.05 -1.39 -0.3699
C -0.12 -1.42 -2.00 -0.1925
H -0.96 5.25 1.11 0.1058
H -0.03 3.04 0.42 0.1170
H -1.65 3.74 5.06 0.1138
H -1.23 1.35 5.47 0.1692
H 2.42 -1.60 -1.60 0.1335
H 0.41 -1.97 0.00 0.1327
H 0.71 -4.07 -3.07 0.0823
H 0.15 -5.47 -2.13 0.0877
H -1.00 -4.19 -2.57 0.0852
H 0.04 -1.07 2.45 0.1297
H 1.49 -0.25 3.04 0.1404
H 3.32 -1.92 -4.33 0.0872
H 3.61 -0.26 -3.75 0.0860
H 4.35 -1.64 -2.90 0.0846
H -1.64 0.68 -3.09 0.0923
H -1.17 1.94 -1.93 0.0740
H 0.04 1.26 -3.03 0.0783
H -1.55 -0.89 0.34 0.0644
H -2.59 -0.59 -1.07 0.0900
H -2.03 0.76 -0.06 0.0757
H 0.31 0.31 -0.78 0.1260
H -0.98 -1.80 -2.54 0.1526

=====

14
Properties=species:S:1:pos:R:3:lowdin_charge:R:1 method="wB97M-V/def2-TZVPD" total_charge=0 de_lowest_ev=5.317 gap_ev=8.638 e_homo_ev=-8.9
C 3.00 -0.07 0.17 -0.5079
C 0.46 0.49 -0.01 -1.1905
C -2.07 0.37 0.09 -0.6083
H 2.85 0.93 -0.53 0.0031
H 3.88 -0.82 -0.34 0.0973
H 3.22 0.16 1.45 0.1289
H -0.65 -1.20 0.33 0.1822
H -2.83 -0.93 -1.10 0.1772
H -4.05 -0.59 0.10 0.0536
N -0.85 -0.20 -0.56 -0.0638
N -3.06 -0.76 0.07 0.0520
O -2.23 1.49 0.42 0.0870
S 1.43 -0.88 0.07 0.8252
S 0.89 2.01 -0.16 0.7642

=====

64
Properties=species:S:1:pos:R:3:lowdin_charge:R:1 method="wB97M-V/def2-TZVPD" total_charge=0 de_lowest_ev=20.770 gap_ev=8.973 e_homo_ev=-9.0
C 5.25 0.41 0.88 -0.0332
C 4.76 -0.91 1.40 -0.3216
H 4.41 -0.85 2.46 0.1306
H 5.65 -1.69 1.37 0.1612
O 3.88 -1.47 0.55 -0.0207
C 2.65 -1.18 1.23 -0.2550
O 2.37 -0.54 2.34 0.0273
C 1.54 -1.98 0.24 -0.2785
N 1.79 -1.85 -1.13 -0.0050
S 2.02 -0.13 -1.61 0.8611
O 2.38 0.44 -0.29 -0.3129
O 3.04 -0.42 -2.64 -0.2982
C 0.58 0.48 -2.40 -0.3236
C -0.06 1.61 -1.85 0.0441
C -1.11 2.03 -2.61 -0.1147
C -1.80 1.37 -3.30 -0.3667
C -1.31 0.20 -3.76 0.0279
C -0.13 -0.34 -3.07 -0.0666
H 0.12 -1.48 -3.41 0.1926
H -1.89 -0.57 -4.30 0.1298
C -3.04 1.73 -4.11 0.0444
H -3.57 0.99 -4.41 0.0022
H -2.94 2.56 -4.63 0.0261
H -3.81 2.21 -3.11 0.1824
H -1.57 2.80 -2.38 0.0742
H 0.47 2.25 -1.23 0.1015
H 2.57 -2.20 -1.51 0.0445
C 1.31 -3.50 0.71 -0.6212
F 1.53 -3.51 2.09 0.1078
F 0.25 -3.84 0.26 0.2925
F 2.36 -4.19 0.13 0.1187
H 4.55 0.97 0.71 -0.0489
H 6.08 0.78 1.43 0.0687
H 5.73 0.26 -0.25 0.1566
P -0.08 -1.14 0.83 0.6690
O -0.82 -1.89 2.17 -0.3652
O 0.00 0.29 0.66 -0.2276
C -0.55 1.30 2.14 0.1823
C 0.65 1.89 2.65 -0.4313
C 1.36 2.81 1.83 -0.0792
H 2.06 3.60 2.21 0.1112
H 0.66 3.64 1.52 0.1082
H 1.89 2.34 0.88 0.1112
C 0.19 2.78 3.80 0.0242
H -0.57 3.28 3.52 0.0347
H 0.79 3.28 4.23 -0.0092
H -0.41 2.11 4.46 0.1332
H 1.33 1.36 2.86 0.0220
H -1.00 0.37 2.58 0.1321
H -1.14 1.81 1.64 0.0443
O -1.01 -1.57 -0.52 -0.2644
C -2.28 -2.19 -0.41 -0.1695
C -3.48 -1.28 0.10 -0.5122
C -4.67 -1.85 0.40 -0.1417
H -4.59 -2.71 1.03 0.0719
H -5.52 -1.29 1.02 0.1449
H -4.92 -2.31 -0.66 0.1358
C -3.45 0.04 -0.53 -0.0899
H -2.63 0.49 -0.69 -0.0041
H -4.07 -0.02 -1.44 0.0962
H -4.21 0.73 -0.27 0.0832
H -3.01 -0.86 1.27 0.1948
H -2.55 -2.45 -1.47 0.1394
H -2.04 -2.99 0.38 0.1285

=====

Asked for electronic energy across the records above, the calculation gives -954.2609, -1548.3623, -1098.8785, -2400.6340 Eh in order.